C40H76N2O16S8 | the ωB97M-V functional and the def2-TZVPD basis

Output
2S+1	1
SMILES	O=S1(=O)CCCC1.O=S1(=O)CCCC1.O=S1(=O)CCCC1.O=S1(=O)CCCC1.O=S1(=O)CCCC1.O=S1(=O)CCCC1.O=S1(=O)CCCC1.O=S1(=O)CCCC1.c1cc[nH]c1.CCCC#N
HOMO energy	-7.55	eV
lowest unoccupied orbital energy	-0.03	eV
largest force on an atom	3.35	eV/Å

Cartesian coordinates (Å):
O: 3.83935 -3.27205 -3.71198
S: 4.25393 -2.13959 -2.91764
O: 4.07727 -0.78233 -3.38934
C: 3.43504 -2.38495 -1.25448
C: 4.48809 -3.22045 -0.47437
C: 5.67820 -3.61932 -1.39102
C: 5.93835 -2.48339 -2.35298
H: 2.43933 -2.80763 -1.28284
H: 3.39135 -1.34495 -0.93024
H: 4.93544 -2.63702 0.32662
H: 3.90302 -4.01881 -0.02112
H: 5.52105 -4.58967 -1.86024
H: 6.50773 -3.83155 -0.71087
H: 6.60896 -2.76315 -3.16070
H: 6.26462 -1.54481 -1.90197
O: -3.16153 0.99378 -3.11960
S: -3.31149 0.53957 -4.48682
O: -3.90968 -0.76636 -4.76817
C: -3.97259 1.93577 -5.44848
C: -2.84755 2.93775 -5.53293
C: -1.57665 2.15103 -5.93270
C: -1.72302 0.71337 -5.37608
H: -4.95110 2.26859 -5.10863
H: -4.11053 1.52289 -6.45596
H: -3.12036 3.72338 -6.23554
H: -2.79253 3.36892 -4.53163
H: -0.70111 2.69129 -5.57852
H: -1.47897 2.06283 -7.01361
H: -0.88305 0.45406 -4.73586
H: -1.84738 0.07163 -6.24561
O: 0.31131 -0.74142 4.06872
S: 0.78315 -0.07971 5.25989
O: 1.75957 -0.70579 6.14266
C: 1.24475 1.57853 4.68195
C: 0.66832 2.55510 5.68441
C: -0.67948 1.98906 6.20274
C: -0.53760 0.47289 6.40095
H: 0.73812 1.77924 3.73577
H: 2.31482 1.56057 4.47560
H: 1.36516 2.65317 6.52566
H: 0.60960 3.55119 5.25067
H: -1.32761 2.06917 5.31533
H: -1.19542 2.50486 7.00396
H: -1.27889 -0.32261 6.35104
H: -0.09661 0.43921 7.40173
O: -2.80433 -3.00202 -0.09921
S: -1.90479 -3.82035 -0.86870
O: -1.76834 -5.20765 -0.51328
C: -2.33490 -3.70301 -2.66544
C: -1.11641 -3.04095 -3.34843
C: -0.51777 -2.12986 -2.25787
C: -0.23872 -3.00410 -1.04982
H: -3.20057 -3.05055 -2.78625
H: -2.62195 -4.68131 -3.04253
H: -0.43286 -3.84626 -3.61081
H: -1.37583 -2.37708 -4.16890
H: -1.18546 -1.33121 -1.92876
H: 0.32859 -1.62287 -2.72709
H: -0.00466 -2.49785 -0.11503
H: 0.44379 -3.82721 -1.26124
O: 3.31645 4.54648 -1.27629
S: 3.30289 3.52375 -2.28814
O: 2.05253 2.87952 -2.60363
C: 4.12941 4.27972 -3.71300
C: 5.60581 3.85141 -3.65111
C: 5.89139 3.18970 -2.26596
C: 4.63436 2.37697 -1.91956
H: 4.02064 5.33356 -3.46913
H: 3.57143 3.99723 -4.60192
H: 5.96265 3.15209 -4.40901
H: 6.25754 4.71429 -3.79166
H: 6.08381 4.00500 -1.56583
H: 6.77626 2.55612 -2.25140
H: 4.67682 1.92728 -0.93097
H: 4.57402 1.59822 -2.68519
O: 4.26705 0.02021 0.89234
S: 4.77357 0.00505 2.24390
O: 4.36736 1.00547 3.22585
C: 4.52795 -1.72559 2.94950
C: 5.92593 -2.30188 3.03568
C: 6.90687 -1.14466 3.26705
C: 6.57262 -0.02595 2.27729
H: 3.87510 -2.28845 2.28647
H: 4.00459 -1.57219 3.89187
H: 6.06053 -3.08143 3.78551
H: 6.23920 -2.80056 2.11248
H: 7.92900 -1.42963 3.02147
H: 6.76963 -0.75725 4.27876
H: 6.87823 -0.44953 1.31180
H: 7.09943 0.91777 2.36236
O: -7.03023 1.55160 2.75958
S: -5.91699 0.79119 2.21309
O: -4.78735 0.36693 3.02149
C: -6.39159 -0.65239 1.23695
C: -6.36465 -0.26283 -0.26392
C: -5.24312 0.79342 -0.39878
C: -5.31886 1.74734 0.79241
H: -7.10462 -1.26768 1.77196
H: -5.41241 -1.13878 1.16179
H: -6.03029 -1.17014 -0.76687
H: -7.33243 0.00825 -0.68601
H: -5.28047 1.32165 -1.35555
H: -4.27061 0.32588 -0.58235
H: -6.07300 2.49114 0.54341
H: -4.39276 2.20285 1.13396
O: -0.89355 -3.09772 2.58821
S: -2.02596 -3.38393 3.45728
O: -1.99460 -3.02247 4.86178
C: -3.51351 -2.56708 2.80693
C: -4.57487 -3.68509 2.67179
C: -4.10789 -4.97355 3.39093
C: -2.58637 -5.11742 3.25646
H: -3.17110 -2.22879 1.83228
H: -3.68322 -1.67375 3.39986
H: -5.56472 -3.38169 3.00000
H: -4.57560 -3.93486 1.60936
H: -4.55149 -5.86855 2.95395
H: -4.44296 -4.92977 4.42797
H: -2.27169 -5.28538 2.22407
H: -2.00190 -5.72306 3.94163
C: -1.46412 0.71085 -0.25908
C: -0.12430 0.92021 -0.59532
C: 0.67375 0.64414 0.50773
N: -0.17727 0.22879 1.49329
C: -1.47127 0.29250 1.06477
H: -2.28536 0.87347 -0.93997
H: 0.31021 1.34081 -1.49141
H: 1.74135 0.50537 0.56486
H: 0.15473 -0.17194 2.36942
H: -2.26461 0.13250 1.77919
C: -2.88809 4.62177 0.61095
C: -1.96870 4.98217 -0.57577
C: -2.32191 4.22650 -1.87018
C: -3.73816 4.35729 -2.25095
N: -4.83293 4.39756 -2.59890
H: -2.32809 3.98232 1.29494
H: -3.80826 4.10014 0.34299
H: -3.25324 5.46047 1.20547
H: -0.95898 4.70179 -0.29543
H: -2.16906 6.01195 -0.87430
H: -2.10795 3.15801 -1.77224
H: -1.70108 4.59528 -2.68765

Forces on atoms 1 to 2 (eV/Å):
O 0.15 0.22 -0.53
S -1.35 -0.72 0.64

Mulliken atomic charge list, values in e, 2 entries: number 1, O, carries -0.66; number 2, S, carries 0.96